Record 1
The following is a DFT calculation (the ωB97M-V functional and the def2-TZVPD basis) of 13 unconnected molecules or ions with the total composition C72H186N22O15P6 at a distorted geometry.

Positions of all 301 atoms, in Å:
N 1.140 -5.682 0.461
P 2.857 7.342 -2.463
O 0.108 0.879 7.499
H 3.526 -4.280 7.679
N 1.325 -2.363 -6.857
H 1.810 4.461 -2.157
C -4.981 1.604 -3.590
P -1.213 4.630 2.895
H -0.338 8.059 2.133
C 4.126 6.252 -0.267
H 1.094 -4.267 -8.495
H -4.286 -3.675 1.390
H -3.685 -0.503 4.361
H 3.365 -0.869 -4.069
H 5.091 0.891 2.897
H 7.734 3.146 4.822
H 4.286 1.195 6.894
H 4.630 -0.921 0.462
C 0.676 -1.137 -6.776
H 2.421 -1.073 7.605
H 1.650 -1.417 -2.560
H 1.459 5.020 -0.578
H -2.669 -1.086 -7.488
H -4.957 -1.398 1.158
H 1.278 -0.667 2.807
C -1.390 0.132 2.439
N -8.323 -4.342 -2.828
N -2.734 -3.119 3.871
O 1.711 2.221 7.114
H -5.360 2.286 -4.351
H -2.150 6.469 5.360
H 2.886 -5.039 3.264
N -6.834 -4.147 -5.019
H -7.080 -2.586 0.781
N -2.513 4.925 3.951
H 4.473 2.732 -4.688
H -0.036 8.354 -0.610
H -5.355 -3.129 -6.058
H -5.486 -4.873 -6.491
H 1.650 8.920 -0.227
C 1.172 1.959 5.790
H 0.410 -0.829 -5.765
H 5.900 -0.633 -3.011
C -1.573 -3.731 -6.618
O -6.795 -2.121 -3.183
H 3.749 5.878 0.685
H 1.493 -6.230 -4.847
N -0.612 -3.708 -5.540
H 0.267 -0.842 -1.593
C 6.524 3.639 2.938
P -6.849 -3.603 -3.370
C 4.663 1.465 2.075
C 6.476 -0.746 6.476
C 1.400 5.750 -4.182
H 0.057 -3.736 5.654
H 5.321 4.581 5.347
H 0.142 1.208 -0.601
H 3.384 -1.602 -6.948
O -0.493 3.322 3.116
H 3.806 0.925 1.673
H 6.655 4.423 2.192
H -0.751 -4.921 0.006
H -2.182 1.790 6.787
H 2.864 -1.151 -0.110
H -0.213 -7.880 -0.373
C 1.815 -6.251 -5.888
H 5.983 -1.718 2.901
H 2.893 -6.357 -6.005
H 0.075 -5.618 -8.091
N -5.587 -4.524 -2.597
H 1.685 -5.807 -1.529
O -5.287 2.440 1.634
H 4.082 -2.391 -0.228
H -0.117 -4.742 4.306
N -0.284 6.102 2.956
H 6.343 -1.511 7.242
H -1.576 2.551 5.200
H -0.355 7.956 3.949
H -6.956 -2.133 2.419
C -0.583 -1.006 1.780
C 1.093 -5.239 -8.002
H -1.674 3.245 -5.911
O -2.698 0.003 -0.747
C 0.867 9.180 -2.917
C 1.669 -5.089 -0.709
H 0.880 6.222 -5.015
H -4.652 2.119 -2.687
C -2.923 -4.266 2.939
C -2.647 6.022 0.836
C 1.165 5.909 2.697
H 1.258 -7.074 -6.335
C 0.905 -0.796 1.791
H -7.989 -1.121 1.282
H 5.294 -3.243 2.256
H -1.742 -6.963 -0.477
O -1.022 -0.884 0.444
H -3.853 3.327 3.986
H -2.793 5.097 6.193
H -3.911 -1.190 -6.505
C -0.149 1.238 6.168
H -2.511 -3.220 1.059
H -1.766 -0.473 -4.948
H 3.252 -4.173 5.941
H 2.006 -3.495 7.047
H 7.504 4.812 4.593
H 6.439 -0.845 -1.316
C 3.745 2.494 -3.913
H -4.793 -2.509 3.415
H -1.867 -4.765 -6.798
H 4.048 3.150 -3.097
H 3.622 4.469 4.521
H -1.761 7.526 3.053
C 1.031 8.147 -0.683
C 3.755 0.076 -4.447
C -2.270 0.208 -5.633
O 1.866 -3.449 -4.465
H -3.611 5.707 0.436
N 1.457 -5.015 -6.627
H 3.176 -3.267 -7.499
H 1.444 10.047 -2.597
H -1.416 1.463 -3.511
H -4.391 -6.208 -2.666
C -4.785 -3.953 -1.502
H -2.174 -4.327 -4.276
C -5.551 -4.137 -5.691
H -2.610 2.748 -3.484
H 5.422 1.592 1.304
O 1.560 1.339 9.155
H -4.577 -3.321 4.978
N 1.894 0.503 -1.615
H 1.256 5.005 2.094
C 7.628 3.887 4.029
H -2.412 -3.060 -6.432
H -1.215 5.037 5.637
H -7.744 -2.688 -6.130
C -0.322 -5.863 0.347
H 2.760 2.765 -4.292
C 4.814 5.983 3.815
H 4.170 -0.905 8.195
H 5.032 5.746 -0.601
H -0.704 -6.145 1.328
O 3.959 8.344 -2.499
C -5.884 -0.844 1.010
H 1.105 2.933 5.305
C -1.084 -4.349 -4.282
C 3.929 -1.313 -0.275
H -8.890 -3.801 -5.405
H 4.297 7.296 -0.005
H 5.910 -3.882 5.879
H 5.881 6.170 3.693
H 3.284 2.741 3.068
H 3.167 5.920 -5.788
H 1.805 -5.884 -8.517
H -0.185 -1.168 -7.443
N 3.859 1.152 -3.426
C -3.861 4.397 3.780
H -3.881 -4.554 -1.399
C 4.708 4.521 4.448
H -4.551 -0.180 -4.667
H 4.060 1.396 5.210
H 1.133 -3.883 1.712
H 1.250 0.027 1.165
H 0.914 -5.411 2.532
C 3.684 6.266 -4.893
H 3.249 -6.132 2.094
C 5.960 -3.660 4.813
H -6.054 -6.513 -2.090
H -3.015 6.604 1.681
H 4.362 6.705 4.495
H -5.712 -6.309 -3.766
H -8.441 -5.850 -4.300
C -5.987 -0.315 -0.407
C -2.109 2.029 -4.133
H 5.765 -2.171 -2.196
H -2.006 -4.855 2.931
N 3.769 -2.389 6.820
H -0.903 3.767 -4.582
H -2.487 2.811 0.942
H 7.153 -1.199 5.752
N 5.210 -0.371 5.713
H 1.114 7.146 -0.260
N 4.904 -2.751 4.344
C -0.492 -3.804 4.715
H 1.743 -3.433 -2.107
H 3.022 4.023 -0.933
H 1.005 2.355 -1.703
H 5.653 1.668 5.726
C -4.158 -1.275 4.967
H 2.540 -1.863 -8.448
H -0.782 -5.396 -4.292
C -1.946 3.615 0.442
N 3.074 6.079 -1.286
C 1.440 -4.929 1.707
H -6.967 -0.480 -0.854
H -0.910 3.328 0.267
C -2.158 -0.195 0.354
C -1.182 2.817 -5.038
N 2.679 6.423 -3.932
C 2.863 -5.116 2.177
P 3.633 0.764 -1.781
H -1.423 0.646 -6.160
H 3.139 0.473 -5.254
H -5.276 -4.041 -0.533
H 1.770 5.836 3.601
H 1.440 -0.395 -7.007
H 6.929 -3.222 4.578
H 1.842 1.253 5.299
N 4.337 -0.740 -1.550
C 1.107 1.569 -0.955
H -8.262 -4.306 -0.676
H -4.716 -4.286 -5.006
H -1.993 6.566 0.155
H -0.730 0.992 2.554
H 1.598 4.730 -4.513
C -5.512 1.348 1.144
H 6.858 2.703 2.489
H -0.036 -3.028 4.099
H -9.048 -2.921 -1.432
H -3.761 -1.236 5.981
H 4.743 -0.109 -4.869
O -2.402 0.437 1.521
H 1.368 -1.713 1.427
C 4.788 1.040 5.939
N -1.934 4.764 1.336
C -4.003 0.609 -4.151
H 4.296 7.154 -5.056
C -0.672 7.503 3.009
H -5.237 -0.751 -1.066
C -8.903 -3.999 -1.502
H -3.644 0.381 -7.344
C 1.073 -0.542 -2.263
C -3.180 -0.431 -6.783
H -7.883 -4.308 -6.817
H 3.565 -4.417 1.721
H -9.699 -6.012 -3.113
P 1.082 -3.592 -5.744
C 2.295 4.777 -1.234
H -0.802 -1.938 2.302
H -3.032 -4.824 0.949
N -2.996 1.248 -4.928
H 7.012 0.094 6.919
H 0.647 -0.088 -3.158
H -0.154 9.307 -2.555
C -7.915 -3.737 -5.889
C 5.108 -2.368 2.880
H -1.825 -0.117 3.407
O 4.152 1.899 -0.938
H 1.211 -2.998 -0.438
N 5.235 3.441 3.550
H 8.620 3.972 3.586
H -8.056 -6.418 -2.666
H 2.711 -4.879 -0.469
H -2.416 -4.423 5.512
H 3.128 -2.241 8.739
C -7.080 -1.706 1.424
P 4.078 -1.592 5.329
C 2.704 -2.286 -7.457
C -2.201 5.381 5.323
N 1.385 8.055 -2.094
H -1.079 -3.229 -7.450
C -4.126 -2.626 4.269
H 1.711 1.934 -0.124
H 1.510 6.697 2.028
H 4.380 6.010 2.815
H -0.282 2.267 -5.314
C -1.972 -3.534 5.063
H -5.786 0.957 -3.243
H -5.186 -1.049 5.251
H -0.262 0.419 5.457
C -1.344 2.136 6.181
O 2.802 -1.132 4.751
H 0.103 -3.787 -1.508
H 4.329 5.480 -4.501
H -4.639 4.798 4.429
C -5.440 -5.934 -2.779
H -2.128 -2.783 5.838
H -4.482 -2.942 -1.774
O -5.734 1.062 -0.164
H 0.959 8.943 -3.977
C -8.658 -5.713 -3.240
H 4.113 3.568 1.745
O -5.691 0.264 1.873
H 5.966 -4.616 4.289
H 4.223 -1.831 2.539
H -3.576 0.089 -3.294
C 1.158 -3.736 -1.238
C -3.228 -3.908 1.507
H -9.788 -4.624 -1.383
H -4.291 4.499 2.783
H -2.377 3.902 -0.516
C 1.126 1.507 8.040
H 0.749 5.720 -3.308
H -3.630 -4.992 3.339
C 5.673 -1.094 -2.050
C 3.070 -3.676 6.895
H -0.753 -3.842 -3.376
C 3.345 -1.560 7.916
C 4.249 2.882 2.581
C -0.659 -6.908 -0.588
H -1.013 2.990 6.772
H -0.550 -6.682 -1.649

Computed properties:
2S+1: 1
E_LUMO: 0.337 eV
HOMO: -7.8 eV
molecular weight: 1786.3 g mol⁻¹
gap between HOMO and LUMO: 0.2981 hartree
largest force on an atom: 4.95 eV Å⁻¹

Record 2
The following is a DFT calculation (the ωB97M-V functional and the def2-TZVPD basis) of 2 unconnected molecules or ions with the total composition C2H8O2 at a distorted geometry.

Positions of all 12 atoms, in Å:
H -1.565 -0.673 0.105
H -3.185 -0.860 -1.223
O -1.187 -0.831 -0.772
C 2.112 0.154 1.499
H -2.413 0.625 -1.735
H -2.014 -0.763 -2.652
H 1.424 -0.616 1.204
H 2.552 0.071 2.468
C -2.260 -0.475 -1.653
O 1.471 1.333 1.065
H 2.071 2.065 0.902
H 2.995 -0.032 0.792

Computed properties:
2S+1: 1
E_LUMO: 0.934 eV
HOMO: -10.2 eV
SMILES: CO.CO
molecular weight: 64.1 g mol⁻¹
gap between HOMO and LUMO: 0.4087 hartree
largest force on an atom: 3.90 eV Å⁻¹
energy above the lowest of the compared OMol25 structures with the same formula, charge and spin: 26.4 kcal/mol

Record 3
The following is a DFT calculation (the ωB97M-V functional and the def2-TZVPD basis) of 2 unconnected molecules or ions with the total composition C6H10O at a distorted geometry.

Positions of all 17 atoms, in Å:
H 1.906 1.637 -0.700
O 1.568 -0.772 1.313
C -1.433 0.920 -0.043
C 1.367 -0.402 -0.021
C 1.046 1.074 -0.358
C -1.108 -0.541 0.313
H 0.385 -2.335 0.359
C 0.108 -1.093 -0.412
H -0.857 -0.601 1.375
H -0.016 -1.161 -1.510
H 2.214 -0.707 -0.662
H -2.010 1.391 0.768
C -0.156 1.665 -0.316
H 1.098 -1.823 1.200
H -2.076 0.977 -0.936
H -1.954 -1.195 0.097
H -0.232 2.736 -0.519

Computed properties:
2S+1: 1
E_LUMO: 0.717 eV
HOMO: -9.5 eV
molecular weight: 98.1 g mol⁻¹
gap between HOMO and LUMO: 0.3760 hartree
largest force on an atom: 4.50 eV Å⁻¹
energy above the lowest of the compared OMol25 structures with the same formula, charge and spin: 63.6 kcal/mol

Record 4
The following is a DFT calculation (the ωB97M-V functional and the def2-TZVPD basis) of a single C17H18BrN5O5S molecule at a distorted geometry.

Positions of all 47 atoms, in Å:
O -2.480 0.546 -0.741
C -1.196 -0.172 -2.586
C -1.347 -1.361 -1.617
H 2.787 0.661 2.105
C 0.761 1.989 -1.603
C 3.225 -1.346 1.516
C 2.415 -0.347 2.023
O 3.979 3.006 -0.324
O -4.353 -0.755 -2.178
N 2.222 3.089 -4.566
H -1.649 -2.264 -2.164
C 0.225 0.493 2.885
O -2.045 -0.257 -3.682
C 1.447 -2.928 1.776
C -1.528 1.013 -1.643
C 2.026 2.739 -3.269
H 3.369 -3.422 0.990
N 1.216 1.873 0.599
H 3.896 3.401 -2.720
H -2.203 -1.183 0.360
C 0.646 -1.919 2.277
H -0.181 -0.071 -2.979
N 0.879 2.221 -2.928
N 3.032 2.991 -2.385
C 1.104 -0.613 2.410
C 1.719 2.229 -0.621
C 0.015 1.424 0.366
H 4.236 -1.111 1.218
H -0.350 0.220 3.770
O -0.190 -1.598 -0.853
H 3.156 3.217 -4.913
C -2.453 -0.887 -0.662
C -3.860 -1.393 -1.021
C 2.997 2.759 -0.987
H 1.056 -3.931 1.688
H -4.527 -1.211 -0.173
H -2.947 -0.478 -3.371
N -0.328 1.466 -0.967
H 0.791 1.405 3.057
H -1.942 1.863 -2.204
S -1.047 0.865 1.610
H -4.456 0.181 -1.960
H 0.523 -1.894 -1.430
Br -1.126 -2.378 2.804
H 1.522 2.769 -5.213
C 2.742 -2.638 1.388
H -3.837 -2.463 -1.233

Computed properties:
2S+1: 1
E_LUMO: 0.428 eV
HOMO: -7.5 eV
SMILES: Nc1nc2c(nc(SCc3ccccc3Br)n2[C@@H]2O[C@@H](CO)[C@H](O)[C@H]2O)c(=O)[nH]1
molecular weight: 484.3 g mol⁻¹
gap between HOMO and LUMO: 0.2931 hartree
largest force on an atom: 1.13 eV Å⁻¹

Record 5
The following is a DFT calculation (the ωB97M-V functional and the def2-TZVPD basis) of 2 unconnected molecules or ions with the total composition CH3FIN at a distorted geometry.

Positions of all 7 atoms, in Å:
F 0.416 0.891 -2.496
I -2.204 0.257 0.199
N 0.582 -0.937 1.092
H -0.086 0.933 1.872
H 1.214 0.479 -2.362
H 0.259 -1.658 0.408
C -0.182 0.036 1.287

Computed properties:
2S+1: 1
E_LUMO: 0.092 eV
HOMO: -9.6 eV
SMILES: [H]/N=C\I.F
molecular weight: 174.9 g mol⁻¹
gap between HOMO and LUMO: 0.3555 hartree
largest force on an atom: 2.55 eV Å⁻¹
energy above the lowest of the compared OMol25 structures with the same formula, charge and spin: 10.4 kcal/mol

Record 6
The following is a DFT calculation (the ωB97M-V functional and the def2-TZVPD basis) of a molecular structure, C26H47BF8N2O7P2ReS2.

Positions of all 96 atoms, in Å:
S 3.109 -0.429 -0.391
H -3.153 2.364 -4.460
C -0.100 2.364 -3.798
H -1.798 1.403 3.841
C -3.994 -1.010 -0.195
O 3.951 -1.095 0.551
C -1.529 -4.804 0.321
F -2.398 2.246 1.316
O -0.697 -1.452 -3.775
H 0.732 2.830 -5.715
C 1.321 -3.106 3.381
C 3.166 1.358 0.093
H -5.046 -0.806 0.021
H 1.742 -2.364 -5.916
O 3.204 1.564 -3.335
H -3.281 -3.545 -1.356
H -1.263 -5.613 -0.366
F 3.770 -0.385 -5.525
H -3.951 -1.613 -1.101
H -2.515 -3.241 3.271
C 0.145 -3.445 -0.902
N 0.038 0.712 1.940
H -0.334 3.164 2.714
C -0.058 3.188 -5.056
F 2.944 1.505 1.400
C -3.212 0.214 -4.416
H 2.381 0.581 3.180
C 0.878 -1.775 -5.607
H -2.564 -4.955 0.620
H -1.008 3.154 -5.590
H 0.412 -2.487 -1.348
Re -0.299 0.160 0.372
C -3.557 -0.816 2.236
H 0.158 4.225 -4.798
H 0.561 3.093 4.244
H -3.505 -0.066 -0.411
C -0.922 0.843 4.165
C -0.769 -3.719 4.370
C 0.288 1.175 3.293
H -2.544 0.079 -5.268
H 0.281 -4.230 -1.652
C -3.891 1.561 -4.447
F 4.361 1.857 -0.186
H -1.334 -4.172 5.174
H -2.127 -2.514 -2.203
H -0.927 2.645 -3.142
C -1.441 -3.178 3.283
F -2.382 2.043 -0.900
H 0.849 -3.641 -0.094
H 1.142 -0.721 -5.668
H -1.982 -4.267 -2.287
C -1.309 -3.478 -0.412
H -0.895 -4.899 1.201
H 2.403 -3.068 3.402
H -5.229 -2.710 1.465
O 1.684 -0.810 -0.293
H 0.202 -3.212 -4.142
H 1.334 -0.585 4.002
O -0.280 0.960 -4.197
H 0.837 2.420 -3.248
H -3.933 -0.603 -4.409
H 1.142 -4.125 5.261
F 4.005 -2.044 -4.152
S 2.920 0.139 -3.115
H -4.510 1.645 -5.341
H -3.855 -3.641 2.036
C -3.383 -1.729 1.020
H -0.701 1.110 5.200
H -4.520 1.689 -3.567
H -1.140 -0.225 4.123
C 4.110 -0.716 -4.269
H 1.781 0.923 4.808
P -1.532 -1.948 0.683
P -0.905 -0.036 -3.166
H -2.919 0.060 2.170
C 0.646 -2.534 2.312
C -0.749 -2.568 2.236
H 1.423 2.927 2.705
B -1.863 1.579 0.265
C -2.235 -3.430 -1.630
H 1.223 -2.060 1.532
N 3.709 -0.450 -1.810
C -4.205 -3.010 1.225
H -4.254 -3.618 0.325
C 0.493 -2.164 -4.203
O -2.462 0.098 -3.184
C 1.529 0.475 3.846
F 2.237 2.053 -0.571
H -4.594 -0.472 2.264
H -3.347 -1.322 3.176
C 0.617 -3.694 4.419
H 0.057 -1.975 -6.296
C 0.500 2.690 3.232
F 5.364 -0.353 -4.068
H 1.288 -1.985 -3.482
O -0.421 0.235 -1.789

Computed properties:
2S+1: 2
E_LUMO (spin up / spin down): 0.439 / -0.109 eV
HOMO (spin up / spin down): -7.1 / -8.0 eV
molecular weight: 974.8 g mol⁻¹
gap between HOMO and LUMO (spin up / spin down): 0.2776 / 0.2892 hartree
largest force on an atom: 0.62 eV Å⁻¹
energy above the lowest of the compared OMol25 structures with the same formula, charge and spin: 0.0 kcal/mol